# 1
DFT (wB97M-V/def2-TZVPD) results for a 2-piece molecular cluster, C4H5NO overall.

Each line ends with the Löwdin charge.
CARTESIAN COORDINATES (ANGSTROEM)
C1 1.9441 -0.3670 0.1989  -0.01
C2 1.3603 0.4806 -0.6150  -0.29
N1 0.8735 1.2822 -1.4061  0.14
H1 2.0415 -1.4089 -0.0823  0.06
H2 2.3483 -0.0302 1.1458  0.06
H3 -0.1378 1.3872 -1.2997  0.05
C3 -1.8351 0.2517 0.5019  -0.02
C4 -1.4487 -0.9801 0.2447  -0.28
O1 -1.1176 -2.0700 0.0020  0.17
H4 -2.8182 0.5749 0.1864  0.06
H5 -1.2102 0.8796 1.1233  0.07

The calculation puts the LUMO energy at 0.77 eV. Its relative energy (zero: lowest compared OMol25 entry of this formula, charge and spin) is 54.88 kcal/mol. As for the calculated total energy: -7764.1466 eV.

# 2
DFT (wB97M-V/def2-TZVPD) results for one molecule with the formula C4H5NO at a distorted geometry.

Each line ends with the Löwdin charge.
CARTESIAN COORDINATES (ANGSTROEM)
C1 -1.8967 -1.1039 -0.7352  0.11
C2 -0.9984 -0.3402 -0.9454  -0.18
C3 0.1455 0.5088 -1.0375  -0.13
C4 0.8033 0.6551 0.4317  -0.42
N1 0.6204 0.0777 1.6914  0.14
O1 1.9443 0.8309 0.0694  0.02
H1 -2.7226 -1.7463 -0.5791  0.02
H2 -0.0301 1.5125 -1.4313  0.12
H3 0.8820 0.0414 -1.7429  0.14
H4 1.4030 -0.5240 1.9382  0.11
H5 -0.1507 0.0880 2.3407  0.09

The calculation puts the LUMO energy at 0.56 eV. Its relative energy (zero: lowest compared OMol25 entry of this formula, charge and spin) is 72.76 kcal/mol. As for the calculated total energy: -7763.3713 eV.

# 3
DFT (wB97M-V/def2-TZVPD) results for C4H5NO as an isolated structure at a distorted geometry.

Each line ends with the Löwdin charge.
CARTESIAN COORDINATES (ANGSTROEM)
C1 -1.1121 -0.3074 -0.3491  -0.08
C2 -0.3087 0.6299 0.5283  -0.10
C3 0.0580 -0.8262 0.3711  -0.27
C4 0.9694 0.7830 -0.3701  -0.18
N1 1.2408 -0.6390 -0.4468  0.00
O1 2.1444 0.1887 0.2874  -0.01
H1 -2.0571 -0.4116 0.1744  0.11
H2 -1.0722 -0.0157 -1.4036  0.12
H3 -0.7166 0.9482 1.4449  0.11
H4 -0.1521 -1.6785 1.0574  0.16
H5 1.0062 1.3288 -1.2940  0.14

The calculation puts the LUMO energy at 1.09 eV. Its relative energy (zero: lowest compared OMol25 entry of this formula, charge and spin) is 117.69 kcal/mol. As for the calculated total energy: -7761.4230 eV.

# 4
DFT (wB97M-V/def2-TZVPD) results for one molecule with the formula C4H5NO.

Each line ends with the Löwdin charge.
CARTESIAN COORDINATES (ANGSTROEM)
C1 1.4095 0.3910 0.5483  -0.07
C2 0.1271 -0.3513 0.8177  -0.24
C3 -1.7224 0.7603 -1.2657  0.14
O1 -1.5174 -0.5555 -1.2387  -0.02
C4 -0.6619 -0.8782 -0.2265  -0.44
N1 -0.0543 -1.8377 0.2763  0.25
H1 2.1904 0.0962 1.2538  0.07
H2 1.7628 0.2075 -0.4715  0.08
H3 1.2415 1.4691 0.6536  0.08
H4 -0.3558 -0.1591 1.7752  0.12
H5 -2.4196 0.8578 -2.1226  0.02

The calculation puts the LUMO energy at -0.28 eV. Its relative energy (zero: lowest compared OMol25 entry of this formula, charge and spin) is 123.08 kcal/mol. As for the calculated total energy: -7761.1892 eV.

# 5
DFT (wB97M-V/def2-TZVPD) results for one molecule with the formula C4H5NO at a distorted geometry.

Each line ends with the Löwdin charge.
CARTESIAN COORDINATES (ANGSTROEM)
C1 0.6338 0.9118 -1.9888  -0.06
C2 0.6918 0.0836 -0.8008  -0.08
C3 0.6392 -0.6114 0.1998  0.05
C4 -0.4141 -0.2511 1.2117  -0.59
N1 -0.8315 -1.2145 2.0740  0.15
O1 -0.8738 0.8703 1.2292  0.04
H1 -0.2398 0.6158 -2.5847  0.09
H2 1.5662 0.5833 -2.4437  0.08
H3 0.6396 2.0064 -1.8387  0.10
H4 -1.3873 -0.8610 2.8370  0.11
H5 -0.4240 -2.1333 2.1051  0.10

The calculation puts the LUMO energy at 0.93 eV. Its relative energy (zero: lowest compared OMol25 entry of this formula, charge and spin) is 53.47 kcal/mol. As for the calculated total energy: -7764.2078 eV.

# 6
DFT (wB97M-V/def2-TZVPD) results for C4H5NO as an isolated structure at a distorted geometry.

Each line ends with the Löwdin charge.
CARTESIAN COORDINATES (ANGSTROEM)
N1 -1.1203 -0.8612 -0.4998  0.08
C1 0.3141 -0.9467 -0.2401  -0.21
C2 -0.2561 0.1819 -0.9868  -0.29
C3 0.1556 1.2772 -0.0065  0.12
O1 -0.2183 0.4468 1.6053  -0.04
C4 0.7669 -0.0360 0.9169  -0.27
H1 -1.6128 -0.5615 0.3416  0.10
H2 0.8900 -1.7825 -0.6172  0.13
H3 -0.1301 0.3333 -2.0537  0.14
H4 -0.5741 2.0697 0.2264  0.10
H5 1.7860 -0.0856 1.3090  0.14

The calculation puts the LUMO energy at 0.24 eV. Its relative energy (zero: lowest compared OMol25 entry of this formula, charge and spin) is 132.80 kcal/mol. As for the calculated total energy: -7760.7675 eV.

# 7
DFT (wB97M-V/def2-TZVPD) results for a 2-piece molecular cluster, C4H5NO2 overall at a distorted geometry.

Each line ends with the Löwdin charge.
CARTESIAN COORDINATES (ANGSTROEM)
O1 2.0628 1.5412 0.4390  0.10
C1 1.9962 0.3365 0.4990  -0.15
C2 0.8832 -0.4939 0.0000  -0.43
O2 0.8885 -1.7463 -0.0574  0.02
N1 -0.2410 0.0828 -0.3588  -0.09
C3 -1.4844 -0.5735 -0.4557  -0.06
C4 -1.3477 0.8655 0.0046  -0.07
H1 2.7985 -0.2719 0.9403  0.13
H2 -0.7557 -1.7508 0.1029  0.24
H3 -1.8369 -0.8059 -1.4674  0.09
H4 -1.4921 1.6890 -0.6935  0.12
H5 -1.4714 1.1273 1.0470  0.11

The calculation puts the LUMO energy at -0.58 eV. Its relative energy (zero: lowest compared OMol25 entry of this formula, charge and spin) is 107.14 kcal/mol. As for the calculated total energy: -9809.6687 eV.

# 8
DFT (wB97M-V/def2-TZVPD) results for C4H5NO2 as an isolated structure at a distorted geometry.

Each line ends with the Löwdin charge.
CARTESIAN COORDINATES (ANGSTROEM)
N1 0.3926 1.3169 1.0602  0.11
C1 0.2437 0.2129 0.1805  -0.30
C2 -1.2236 -0.0277 -0.6017  0.04
C3 -0.5811 -1.0177 0.2676  -0.20
O1 0.3287 -1.6726 -0.6821  0.04
C4 1.1780 -0.5579 -0.6796  -0.40
O2 2.2279 -0.3678 -1.2234  0.15
H1 0.7626 2.1328 0.5858  0.09
H2 0.9473 1.1611 1.9016  0.10
H3 -1.7885 0.8405 -0.3269  0.09
H4 -1.5245 -0.4440 -1.5913  0.13
H5 -0.9630 -1.5764 1.1093  0.15

The calculation puts the LUMO energy at 0.87 eV. Its relative energy (zero: lowest compared OMol25 entry of this formula, charge and spin) is 60.51 kcal/mol. As for the calculated total energy: -9811.6910 eV.

# 9
DFT (wB97M-V/def2-TZVPD) results for one molecule with the formula C4H5NO2 at a distorted geometry.

Each line ends with the Löwdin charge.
CARTESIAN COORDINATES (ANGSTROEM)
C1 -1.2774 0.2056 -0.0793  -0.03
C2 -0.5600 1.2698 -0.2594  -0.06
O1 0.8712 1.4240 -0.1477  0.02
C3 1.7421 0.4583 0.0543  -0.22
N1 1.7550 -0.8462 -0.0986  0.09
O2 0.4982 -1.2981 -0.6284  -0.16
C4 -0.6259 -1.1481 0.1743  -0.22
H1 -2.2889 0.3573 -0.0111  0.08
H2 -1.0311 2.1625 -0.5015  0.10
H3 2.7289 0.7844 0.4228  0.14
H4 -1.2779 -1.8904 -0.1908  0.10
H5 -0.5341 -1.4791 1.2653  0.15

The calculation puts the LUMO energy at 0.87 eV. Its relative energy (zero: lowest compared OMol25 entry of this formula, charge and spin) is 93.27 kcal/mol. As for the calculated total energy: -9810.2703 eV.

# 10
DFT (wB97M-V/def2-TZVPD) results for one molecule with the formula C4H5NO2.

Each line ends with the Löwdin charge.
CARTESIAN COORDINATES (ANGSTROEM)
O1 1.8098 1.3335 1.4294  0.09
C1 2.0232 0.4905 0.5990  -0.16
C2 0.9524 -0.4394 0.0209  -0.42
O2 1.2900 -1.3297 -0.7289  0.11
N1 -0.3352 -0.2191 0.4914  -0.02
C3 -1.4499 -0.7740 -0.2401  -0.10
C4 -1.2159 0.6941 -0.2290  -0.08
H1 3.0267 0.2844 0.1784  0.13
H2 -2.2330 -1.1912 0.3872  0.11
H3 -1.2172 -1.3313 -1.1438  0.11
H4 -0.8264 1.1298 -1.1479  0.12
H5 -1.8245 1.3524 0.3835  0.11

The calculation puts the LUMO energy at -0.32 eV. Its relative energy (zero: lowest compared OMol25 entry of this formula, charge and spin) is 46.06 kcal/mol. As for the calculated total energy: -9812.3174 eV.

# 11
DFT (wB97M-V/def2-TZVPD) results for one molecule with the formula C4H5NO2.

Each line ends with the Löwdin charge.
CARTESIAN COORDINATES (ANGSTROEM)
C1 2.0137 -1.4450 0.1231  -0.11
C2 0.5677 0.3005 -0.4246  -0.12
C3 -0.0469 1.4103 -0.0805  -0.13
O1 -1.3897 1.4996 0.2771  -0.05
C4 -2.1647 0.5343 -0.2046  -0.14
O2 -3.3738 0.8302 0.2530  0.05
N1 1.2168 -0.6610 -0.8125  0.04
H1 1.5638 -2.4352 0.2326  0.08
H2 3.0081 -1.5734 -0.3113  0.08
H3 2.0992 -0.9706 1.1080  0.08
H4 0.4650 2.3620 -0.0582  0.12
H5 -3.9592 0.1484 -0.1021  0.10

The calculation puts the LUMO energy at 0.89 eV. Its relative energy (zero: lowest compared OMol25 entry of this formula, charge and spin) is 92.37 kcal/mol. As for the calculated total energy: -9810.3094 eV.

# 12
DFT (wB97M-V/def2-TZVPD) results for one molecule with the formula C4H5NO2 at a distorted geometry.

Each line ends with the Löwdin charge.
CARTESIAN COORDINATES (ANGSTROEM)
C1 0.2897 -2.2418 0.1192  -0.05
C2 2.5462 -0.2487 0.1774  -0.36
C3 0.2483 -0.7116 -0.3142  -0.32
C4 -0.1341 0.1344 0.8699  -0.05
N1 1.6338 -0.3004 -0.6934  0.03
O1 -0.5657 -3.0085 -0.2773  0.05
O2 3.6934 -0.1774 0.3913  0.12
H1 -0.3772 -0.7241 -1.2775  0.17
H2 -0.0023 1.0817 0.4745  0.07
H3 0.4852 -0.0213 1.7576  0.10
H4 -1.1173 -0.0849 1.0324  0.06
H5 1.8687 -0.5236 -1.6973  0.17

The calculation puts the LUMO energy (alpha / beta) at -0.83 / 0.17 eV. Its relative energy (zero: lowest compared OMol25 entry of this formula, charge and spin) is 98.96 kcal/mol. As for the calculated total energy: -9810.0237 eV.

# 13
DFT (wB97M-V/def2-TZVPD) results for one molecule with the formula C4H5NO2 at a distorted geometry.

Each line ends with the Löwdin charge.
CARTESIAN COORDINATES (ANGSTROEM)
C1 0.4032 -1.3971 0.0331  0.06
C2 1.2114 -0.0877 0.1243  -0.53
C3 -0.9942 -0.8562 0.2551  -0.21
C4 -0.9505 0.6083 -0.2558  -0.13
N1 0.4604 0.7524 -0.7005  0.03
O1 0.9934 -0.4683 -1.2622  0.05
O2 2.3096 0.4346 0.6331  0.15
H1 -1.7297 -1.5940 -0.1730  0.11
H2 -1.1585 -0.9516 1.3074  0.10
H3 -1.7761 0.7610 -1.0491  0.14
H4 -1.0699 1.4083 0.4944  0.12
H5 2.3009 1.3902 0.5931  0.12

The calculation puts the LUMO energy at 0.59 eV. Its relative energy (zero: lowest compared OMol25 entry of this formula, charge and spin) is 160.29 kcal/mol. As for the calculated total energy: -9807.3638 eV.

# 14
DFT (wB97M-V/def2-TZVPD) results for one molecule with the formula C4H5NO2 at a distorted geometry.

Each line ends with the Löwdin charge.
CARTESIAN COORDINATES (ANGSTROEM)
O1 2.6959 1.3858 0.1756  0.05
C1 2.3420 0.2496 0.3777  -0.26
C2 1.0328 -0.2771 -0.0813  -0.15
N1 0.2987 0.8459 -0.9702  0.26
C3 -0.2828 0.3066 -0.0121  -0.28
C4 -1.6337 -0.2140 0.2964  -0.21
O2 -2.6730 0.5072 -0.2857  -0.03
H1 3.0338 -0.5013 0.8138  0.12
H2 1.0516 -1.3434 -0.3626  0.13
H3 -1.7913 -0.2843 1.3689  0.13
H4 -1.5665 -1.2490 -0.0938  0.14
H5 -2.4940 0.5814 -1.2338  0.10

The calculation puts the LUMO energy at 0.41 eV. Its relative energy (zero: lowest compared OMol25 entry of this formula, charge and spin) is 79.10 kcal/mol. As for the calculated total energy: -9810.8848 eV.

# 15
DFT (wB97M-V/def2-TZVPD) results for one molecule with the formula C4H5NO2.

Each line ends with the Löwdin charge.
CARTESIAN COORDINATES (ANGSTROEM)
O1 -0.8624 -2.8174 -0.6737  0.07
C1 -0.9671 -1.6512 -0.3946  -0.22
C2 0.1769 -0.6800 -0.3097  -0.18
C3 -0.0730 0.6963 -0.8591  -0.07
N1 -0.1671 0.4529 0.5473  -0.03
C4 0.7449 1.1533 1.3396  -0.30
O2 1.1387 2.2564 1.0486  0.06
H1 -1.9448 -1.1781 -0.1628  0.13
H2 1.1782 -1.1116 -0.3126  0.16
H3 -1.0004 0.8806 -1.3940  0.12
H4 0.7606 1.3507 -1.1074  0.12
H5 1.0156 0.6479 2.2783  0.14

The calculation puts the LUMO energy at 0.59 eV. Its relative energy (zero: lowest compared OMol25 entry of this formula, charge and spin) is 44.96 kcal/mol. As for the calculated total energy: -9812.3652 eV.

# 16
DFT (wB97M-V/def2-TZVPD) results for C4H5NO2 as an isolated structure.

Each line ends with the Löwdin charge.
CARTESIAN COORDINATES (ANGSTROEM)
O1 1.0065 1.9327 1.2877  0.13
C1 0.6110 0.9574 0.7289  -0.55
N1 1.3124 -0.0640 0.0899  0.08
C2 0.4075 -1.0565 -0.4674  -0.12
C3 -0.9478 -0.4672 -0.1097  -0.26
O2 -0.7073 0.3098 1.1087  0.01
C4 -1.0571 0.9700 -0.3457  0.10
H1 2.0421 0.2979 -0.5076  0.15
H2 0.5606 -2.0315 0.0089  0.12
H3 0.5088 -1.1593 -1.5535  0.13
H4 -1.7972 -1.1337 0.0150  0.15
H5 -2.0716 1.3567 -0.2167  0.08

The calculation puts the LUMO energy at 0.83 eV. Its relative energy (zero: lowest compared OMol25 entry of this formula, charge and spin) is 97.11 kcal/mol. As for the calculated total energy: -9810.1039 eV.

# 17
DFT (wB97M-V/def2-TZVPD) results for one molecule with the formula C4H5NO2.

Each line ends with the Löwdin charge.
CARTESIAN COORDINATES (ANGSTROEM)
C1 1.8982 -1.0899 -0.1382  -0.03
N1 1.1731 -0.1337 0.2589  -0.01
C2 -0.1935 -0.4489 0.6376  -0.17
C3 -0.9940 0.2487 -0.4493  -0.34
O1 -1.2940 -0.2596 -1.5031  0.12
C4 -1.3173 1.7252 -0.2151  -0.16
O2 -1.1434 2.2669 0.8465  0.09
H1 1.5843 -2.1422 -0.1218  0.08
H2 2.8908 -0.8656 -0.5281  0.07
H3 -0.4268 -1.5242 0.6455  0.12
H4 -0.4198 0.0035 1.6077  0.12
H5 -1.7331 2.2375 -1.1040  0.13

The calculation puts the LUMO energy at -0.62 eV. Its relative energy (zero: lowest compared OMol25 entry of this formula, charge and spin) is 45.82 kcal/mol. As for the calculated total energy: -9812.3279 eV.

# 18
DFT (wB97M-V/def2-TZVPD) results for C4H5NO2 as an isolated structure at a distorted geometry.

Each line ends with the Löwdin charge.
CARTESIAN COORDINATES (ANGSTROEM)
C1 0.0417 0.1886 -1.9671  -0.01
C2 -0.2117 -0.1650 1.5216  -0.45
C3 -0.0938 0.0196 -0.4796  -0.34
C4 0.0235 -1.0443 0.3410  0.07
O1 -1.2599 0.6968 1.4757  0.06
O2 0.6467 -0.0996 2.5960  0.10
N1 -0.2131 1.0336 0.4347  0.10
H1 0.6644 0.8209 2.9057  0.13
H2 0.1075 -2.1129 0.2117  0.10
H3 -0.5612 1.0233 -2.3318  0.08
H4 -0.2353 -0.7318 -2.4876  0.08
H5 1.0912 0.3708 -2.2204  0.08

The calculation puts the LUMO energy at 0.59 eV. Its relative energy (zero: lowest compared OMol25 entry of this formula, charge and spin) is 121.41 kcal/mol. As for the calculated total energy: -9809.0498 eV.

# 19
DFT (wB97M-V/def2-TZVPD) results for one molecule with the formula C4H5NO2 at a distorted geometry.

Each line ends with the Löwdin charge.
CARTESIAN COORDINATES (ANGSTROEM)
C1 2.1049 -1.4942 0.0781  0.14
C2 1.7084 -0.3726 -0.1040  -0.11
C3 1.2222 0.9787 -0.1353  -0.13
O1 -0.0752 0.9505 0.6089  -0.12
C4 -1.3021 0.3348 0.4509  -0.21
N1 -1.9340 -0.3345 -0.4439  -0.02
O2 -3.2204 -0.7573 -0.0168  -0.07
H1 2.1851 -2.5164 0.3160  0.03
H2 1.0918 1.4637 -1.0329  0.09
H3 1.6884 1.7213 0.6390  0.17
H4 -1.8652 0.4047 1.5140  0.18
H5 -3.1607 -1.6125 -0.3685  0.05

The calculation puts the LUMO energy at 0.87 eV. Its relative energy (zero: lowest compared OMol25 entry of this formula, charge and spin) is 137.19 kcal/mol. As for the calculated total energy: -9808.3657 eV.

# 20
DFT (wB97M-V/def2-TZVPD) results for one molecule with the formula C4H5NO2 at a distorted geometry.

Each line ends with the Löwdin charge.
CARTESIAN COORDINATES (ANGSTROEM)
C1 -1.6061 -0.3026 -0.6211  -0.03
C2 -0.2774 0.0548 -0.0668  -0.31
C3 0.1817 1.2827 0.1873  -0.07
O1 1.4219 1.2142 0.7967  0.09
C4 1.7827 -0.1019 0.8592  -0.52
O2 2.8327 -0.4964 1.2720  0.12
N1 0.6992 -0.8286 0.3685  0.17
H1 -1.5313 -0.8662 -1.5549  0.08
H2 -2.1762 -0.8922 0.1091  0.09
H3 -2.1617 0.6256 -0.7934  0.09
H4 -0.0095 2.0506 -0.5240  0.13
H5 0.8440 -1.7399 -0.0327  0.16

The calculation puts the LUMO energy at 0.67 eV. Its relative energy (zero: lowest compared OMol25 entry of this formula, charge and spin) is 11.56 kcal/mol. As for the calculated total energy: -9813.8137 eV.